Below is C5H10O as an isolated structure in a non-equilibrium geometry, with properties calculated with the ωB97M-V functional and the def2-TZVPD basis.

The geometry in XYZ format:
```
16
Properties=species:S:1:pos:R:3
C 0.8099 1.0420 -1.1337
C 0.2918 -0.1388 -0.3320
C 1.2190 -1.3137 -0.2458
C -0.4132 0.1446 0.9512
C -1.5709 -0.0468 0.2642
O -1.0562 -0.4440 -0.9207
H 0.9873 0.7213 -2.1657
H 1.7467 1.4202 -0.7152
H 0.0791 1.8582 -1.1435
H 1.4955 -1.6687 -1.2373
H 0.7493 -2.1196 0.3254
H 2.1260 -1.0020 0.2904
H -1.2543 1.1521 2.0088
H -0.1147 -0.2729 1.9021
H -2.6360 0.1737 0.3632
H -1.9467 0.8615 2.4009
```

Values from the calculation:
Gap between HOMO and LUMO: 0.34531 Eh
HOMO energy: -8.42 eV
ΔE to the lowest compared entry with this formula, charge and spin: 405.39 kJ/mol
2S+1: 1
Net charge: 0
LUMO energy: 0.98 eV